No. 1
C2H6N3O2 | ωB97M-V with the def2-TZVPD basis set

Output
HOMO-LUMO gap = 7.62 eV
Total charge = -1
E = -10732.5185 eV

```
13
C2H6N3O2 (ωB97M-V with the def2-TZVPD basis set)
O -0.3239 2.0170 2.5568
O 1.1317 0.4542 2.2453
N -0.0047 1.2881 0.5263
N 0.3218 1.2131 1.7205
N 0.3274 -1.0365 -0.8713
C 0.9572 0.1635 -0.5141
C -1.1819 -0.7830 -0.9922
H -1.3176 0.0500 -0.3482
H -1.7490 -1.6640 -0.6647
H 1.0935 0.8613 -1.3734
H -1.3916 -0.6111 -2.0217
H 1.7548 -0.0954 0.0227
H 0.3822 -1.8571 -0.2861
```



No. 2
C2H6N3O3 | ωB97M-V with the def2-TZVPD basis set

Output
HOMO-LUMO gap = 11.86 eV
Total charge = +1
E = -12771.3125 eV

```
14
C2H6N3O3 (ωB97M-V with the def2-TZVPD basis set)
O 3.7150 0.4585 0.0513
O 1.7298 1.2985 0.0165
O 1.8524 -0.8110 -0.3758
N 2.3124 0.2674 -0.1556
N -0.6127 -2.1352 -0.0959
N -1.0180 0.2832 -0.1220
C -0.7553 -0.9697 -0.0494
C -2.4239 0.7929 0.0392
H 4.2372 -0.3564 0.0291
H -0.2619 -2.8124 0.4707
H -3.2546 0.0902 0.0490
H -0.4201 1.1449 -0.1258
H -2.2810 1.3714 1.0696
H -2.8192 1.3777 -0.8010
```



No. 3
C2H6N3S | ωB97M-V with the def2-TZVPD basis set

Output
HOMO-LUMO gap = 8.66 eV
Total charge = +1
E = -17466.3242 eV

```
12
C2H6N3S (ωB97M-V with the def2-TZVPD basis set)
S 2.8271 -0.3787 -0.0550
N -0.9460 -0.0435 -0.6079
N 1.2613 -1.0098 0.0376
N 0.9247 1.2420 0.1253
C 0.3612 0.0160 0.3044
C 2.1320 1.1972 -0.2114
H -1.8514 0.4226 -0.1362
H 2.8401 2.0114 -0.3669
H -0.0886 -0.0113 2.0038
H -1.2422 -1.0761 -0.8253
H -0.7346 0.3636 -1.4868
H 1.1531 -1.8609 0.4947
```



No. 4
C2H6N4 | ωB97M-V with the def2-TZVPD basis set

Output
HOMO-LUMO gap = 9.70 eV
E = -8128.0214 eV

```
12
C2H6N4 (ωB97M-V with the def2-TZVPD basis set)
N -1.4671 -0.2954 -1.8330
N 1.4758 0.4293 2.2541
N -0.2578 -0.9964 -1.5572
N -0.0981 0.4716 0.3860
C 0.6800 0.8849 1.3518
C 0.2860 -0.6500 -0.4545
H -1.7954 -0.7331 -2.7282
H 1.6535 -0.7817 2.4361
H -2.0580 -0.2880 -1.1068
H 1.0292 -1.3792 0.0517
H 0.5926 1.9882 1.5894
H -0.0406 1.3498 -0.3893
```



No. 5
C2H6N4 | ωB97M-V with the def2-TZVPD basis set

Output
HOMO-LUMO gap = 9.36 eV
E = -8127.1910 eV

```
12
C2H6N4 (ωB97M-V with the def2-TZVPD basis set)
N -0.0747 0.6157 -0.5793
N -1.7081 -0.9760 -0.5029
N -1.8285 0.1713 -0.6521
N 0.3906 -1.6368 0.7832
C -0.0185 -1.2837 -0.3479
C 0.3238 1.3788 0.5907
H 0.4016 0.6830 1.4322
H 0.2634 -1.6518 -1.3350
H -0.4274 2.1384 0.8263
H 0.2772 1.0294 -1.4449
H 1.2858 1.8781 0.4495
H 1.1150 -2.3465 0.7803
```



No. 6
C2H6N4 | ωB97M-V with the def2-TZVPD basis set

Output
HOMO-LUMO gap = 9.64 eV
E = -8130.1242 eV

```
12
C2H6N4 (ωB97M-V with the def2-TZVPD basis set)
N -0.9075 -0.4332 -1.5643
N 0.9047 0.1529 1.7928
N 0.8075 -0.4976 -3.2095
N -1.3507 0.7926 2.0790
C -0.0526 -0.5738 -2.3878
C -0.1657 0.9568 1.6141
H -1.7038 -1.0154 -1.7087
H 0.0726 1.9565 1.1674
H 0.7965 -0.8046 2.0954
H 1.5566 0.4522 1.0510
H 1.6932 -0.8003 -3.1962
H -1.6507 -0.1861 2.2667
```



What is the formula in the first record? C2H6N3O2



What is the E in the third record? -17466.3242 eV